1:
13
Properties=species:S:1:pos:R:3 method="wB97M-V/def2-TZVPD" homo_lumo_gap_ev=6.89 homo_energy_ev=-8.90
C 0.87590 0.78756 -0.28269
H -1.28168 1.12187 -0.66717
S 3.41272 -0.25393 0.05540
H -1.68281 -0.71400 -2.06605
O -0.70746 -0.93052 -1.08730
H 1.47967 -1.16361 -1.10859
C -0.64207 0.22755 -0.34606
C 1.79474 -0.28013 -0.48976
H -0.18056 -0.96430 1.59842
S 0.91944 2.41080 -0.28717
H -0.90926 0.43089 2.07166
H -2.04672 -0.54704 1.44888
C -1.03191 -0.12515 1.16043

2:
13
Properties=species:S:1:pos:R:3 method="wB97M-V/def2-TZVPD" homo_lumo_gap_ev=9.55 homo_energy_ev=-9.08
H 0.56560 -1.11032 1.74611
C 0.57126 -0.15157 1.16612
C 0.53953 -0.95807 -0.90513
H 0.18441 -2.06105 -0.78932
H 0.68062 -0.94110 -2.11431
S 2.09198 -0.28391 -0.03051
C -0.30699 -0.03856 -0.02396
H -2.72716 -0.11260 -0.80000
H -1.23007 1.37524 -1.29147
C -0.63804 1.34488 -0.46716
H 0.54449 0.70358 1.68081
O -0.23530 2.33913 0.04523
S -1.91260 -0.82527 0.19220

3:
13
Properties=species:S:1:pos:R:3 method="wB97M-V/def2-TZVPD" homo_lumo_gap_ev=7.98 homo_energy_ev=-9.12
C 0.83135 0.01936 0.03724
H -3.63965 0.43607 0.81207
S -0.33062 -1.21701 -0.31616
H -1.90392 0.34737 -1.20623
S 2.38762 -0.35067 0.25104
H -2.02316 0.93770 1.27518
C 0.56598 1.52784 0.02367
C -1.95276 -0.45281 -0.44401
H 1.21445 2.05956 0.69128
O -0.36018 2.03779 -0.55989
C -2.55753 0.08626 0.91278
H -2.49567 -1.33648 -0.85102
H -2.50492 -0.74754 1.62164

3 is the most stable structure; the next one sits 1.402 eV above it.

1:
30
Properties=species:S:1:pos:R:3 method="wB97M-V/def2-TZVPD" homo_lumo_gap_ev=4.52 homo_energy_ev=-9.34
O -1.93333 -2.15343 -3.47410
O 0.82324 0.49770 -0.53245
O -1.37876 2.72920 3.43384
F 2.32926 0.49041 -2.32814
F -3.37765 -1.05790 -1.93853
F -1.15574 0.35351 3.35878
N -1.39337 -1.75214 -0.93133
S -0.69620 1.73605 2.64361
S -1.80151 -1.27857 -2.35250
F 0.73774 -2.68319 -0.15525
O 2.87113 1.84283 -0.43339
O 1.87958 -0.96121 1.54997
F 3.72655 -2.34094 1.12623
O -2.58505 3.75712 0.55304
O -0.26026 -3.95332 -1.86287
O 4.18477 -0.06412 1.59655
N -1.53028 1.40044 1.30009
Li -2.49463 -2.55017 0.49762
O 0.71502 1.58602 2.59884
S 3.17754 -0.84907 0.94100
S -1.32897 3.05448 0.70727
O -0.16823 3.86011 0.97796
Li -0.92174 -0.12211 0.19450
Li -3.29546 0.48150 1.21443
O 0.94755 -1.96025 -2.39043
O -1.49304 0.12798 -2.52075
S -0.03023 -2.57688 -1.55218
N 3.22945 -0.83906 -0.66149
S 2.26069 0.58487 -0.74131
F -1.03804 2.64012 -0.81900

2:
30
Properties=species:S:1:pos:R:3 method="wB97M-V/def2-TZVPD" homo_lumo_gap_ev=10.36 homo_energy_ev=-11.81
O 6.43490 11.79963 -3.69261
N 8.39417 10.43972 -4.42587
S 10.31856 6.95209 -5.08878
O 8.09724 13.12523 -5.05953
O 10.66229 11.58242 -4.20737
N 8.35978 9.05213 -7.91730
S 7.62783 11.79240 -4.51678
O 6.99769 10.87426 -9.14187
O 12.65145 8.64477 -4.63492
Li 10.19733 8.24416 -8.11864
O 7.62846 8.77936 -10.24290
O 13.05517 7.14537 -6.59833
F 12.56962 9.62922 -6.60200
Li 7.52564 8.78487 -3.80511
S 12.24164 8.18037 -5.94975
O 5.65323 8.26567 -8.24259
F 10.32654 5.71367 -6.09583
N 10.68098 8.23848 -6.26073
F 10.09493 9.43882 -3.09279
O 6.70957 8.13342 -5.99883
O 8.92009 7.18827 -4.67686
Li 9.09046 9.36155 -6.00787
O 9.28954 11.57883 -2.09107
S 7.75225 9.64271 -9.15095
S 9.64005 11.00051 -3.40657
F 7.44660 6.77988 -7.62239
S 6.89145 8.24011 -7.43561
F 9.18460 10.33056 -9.42522
O 11.27929 6.43106 -4.17015
F 6.93554 11.27898 -5.87115

2 is the most stable structure; the next one sits 1.904 eV above it.

1:
13
Properties=species:S:1:pos:R:3 method="wB97M-V/def2-TZVPD" homo_lumo_gap_ev="6.58 / 5.91" homo_energy_ev="-7.76 / -7.48"
C -1.34965 1.79434 -0.65564
H -2.22194 2.37687 -0.60244
H 0.64806 2.24005 -0.92416
Cl 0.18762 -0.46990 0.24936
Br -2.42979 0.30352 1.64742
H 2.22669 -1.96273 -0.00226
H -0.58154 3.48809 -1.75891
C 1.57271 -2.65932 0.58128
C -1.48914 0.47725 -0.03902
H 0.90327 -3.20830 -0.08133
C 0.74335 -1.70098 1.42128
H 2.10289 -3.20141 1.39821
C -0.31252 2.52250 -1.23379

2:
13
Properties=species:S:1:pos:R:3 method="wB97M-V/def2-TZVPD" homo_lumo_gap_ev=9.13 homo_energy_ev=-8.49
H -0.54568 -2.03265 0.75130
H -0.58996 -1.82544 -1.07111
C 1.27415 0.61858 0.00759
H 0.00832 2.16517 1.17281
H 0.29692 0.21714 -1.97898
Cl -2.65667 -1.45332 0.03143
C -0.27470 0.20043 0.03736
Br 2.45456 -0.78917 0.04602
C 0.29299 1.01693 1.17958
H -0.11633 1.93285 -1.14011
C 0.27110 0.86478 -1.12044
H 0.48486 0.66601 2.18577
C -0.89956 -1.58131 -0.10122

2 is the most stable structure; the next one sits 4.596 eV above it.

1:
14
Properties=species:S:1:pos:R:3 method="wB97M-V/def2-TZVPD" multiplicity=2 homo_lumo_gap_ev="3.46 / 6.90" total_charge=-1 s2=0.7531 homo_energy_ev="0.52 / -3.00"
H -0.68109 2.23365 -0.70654
H 1.29637 -0.10847 -1.09251
H 0.97863 -2.08838 0.40642
H 0.45014 1.89735 0.59173
C -0.10764 1.42033 -0.26541
H -1.61459 -1.50417 0.50046
H -0.53021 -1.18309 -0.89187
O 1.85618 1.80026 -1.60518
N -1.03104 0.40962 0.24533
C 1.00789 0.94453 -1.17045
H -1.40441 0.66371 1.15468
C -0.72244 -0.98236 0.15141
N 0.43704 -1.44583 0.97960
H 0.06515 -2.05715 1.70231

2:
14
Properties=species:S:1:pos:R:3 method="wB97M-V/def2-TZVPD" multiplicity=2 homo_lumo_gap_ev="3.80 / 7.79" total_charge=-1 s2=0.7531 homo_energy_ev="0.22 / -3.79"
H 1.08337 0.94169 2.22147
C -0.86796 -0.08111 -1.48289
H -1.82288 -0.02540 -2.03080
C 2.33108 0.79855 0.70479
H -2.05160 -1.27520 1.40023
C -1.86818 -1.16245 0.33272
H 3.13803 0.96160 1.44839
H -2.29788 -1.92899 -0.31863
H 0.21759 0.71870 0.68219
N -1.00216 -0.21252 -0.05113
O 2.62328 0.54595 -0.44577
N 1.11231 0.96262 1.21914
H -0.23945 0.74689 -1.81874
H -0.35555 -0.99033 -1.86096

2 is the most stable structure; the next one sits 0.679 eV above it.

1:
9
Properties=species:S:1:pos:R:3 method="wB97M-V/def2-TZVPD" homo_lumo_gap_ev="8.12 / 8.12" homo_energy_ev="-7.69 / -7.69"
O -2.45572 -0.91248 0.20244
C 0.14974 0.72753 -0.40612
H 0.40800 0.35881 -1.44245
H -0.78600 -1.84629 -0.35564
H -0.37668 1.58052 -0.03827
C -1.27750 -0.96616 -0.05862
Cl 2.24752 -1.03577 0.03543
H 1.22482 0.27263 1.38251
N 1.27406 0.36399 0.38543

2:
9
Properties=species:S:1:pos:R:3 method="wB97M-V/def2-TZVPD" homo_lumo_gap_ev=8.88 homo_energy_ev=-8.81
H -0.42328 -0.50111 0.19080
O 1.97262 -0.52245 -0.93252
H -0.99565 1.75089 1.80498
Cl -2.41134 0.51543 -0.27303
H 2.13009 -0.32677 0.01789
H 0.37013 -1.05784 -2.02989
N -0.49019 0.91540 1.55280
C 0.76612 -1.11564 -0.94690
C -0.91851 0.34208 0.61588

2 is the most stable structure; the next one sits 0.110 eV above it.

1:
14
Properties=species:S:1:pos:R:3 method="wB97M-V/def2-TZVPD" multiplicity=2 homo_lumo_gap_ev="4.57 / 13.45" s2=0.7507 homo_energy_ev="-3.38 / -12.62"
H -1.51508 1.74227 0.55769
C -0.62294 -0.24832 0.37186
H 2.48993 -0.28523 -1.01000
H -2.09155 0.76871 -0.80573
H 1.03101 0.96847 0.54694
N 0.65187 0.26821 -0.19630
H -0.88128 -1.16268 -0.15413
H -2.59039 0.36128 0.83474
C -1.75900 0.73228 0.23465
H 2.15339 -0.96721 0.58524
C 1.71687 -0.74141 -0.38041
H 0.48182 0.80148 -1.07305
H -0.42790 -0.60940 1.37802
H 1.36324 -1.62845 -0.88953

2:
14
Properties=species:S:1:pos:R:3 method="wB97M-V/def2-TZVPD" multiplicity=2 homo_lumo_gap_ev="7.14 / 11.17" s2=0.7533 homo_energy_ev="-6.03 / -10.18"
H -1.86800 1.26541 -1.77927
H 1.75028 -0.29925 2.39915
N 1.55956 -0.82799 1.56526
H 1.22080 -2.46515 2.81562
C 1.39603 -0.22009 0.36094
C 0.88429 -2.07078 1.85731
H -3.13629 2.14998 -2.52308
C -2.05941 2.15228 -2.39280
H -1.72088 3.00290 -1.80641
H 0.95046 -0.72087 -0.48014
H 1.14502 -2.90182 1.18446
H 1.56980 0.84438 0.36684
H -0.20246 -1.98751 1.74275
H -1.48920 2.07851 -3.31063

2 is the most stable structure; the next one sits 1.257 eV above it.